[1]
Molecular formula: C9H15N3O4
Method: DFT, ωB97M-V/def2-TZVPD

charge = 0
ΔE to the lowest compared entry with this formula, charge and spin = 252.8 kJ/mol
HOMO level = -9.35 eV
SMILES string = NC(=O)C[C@H](NC(=O)[C@@H]1CCCN1)C(=O)O

Element x y z (Å)
N -1.7907 -1.2724 0.6250
C -1.1540 -2.4057 0.8951
O -1.5444 -3.4488 0.3091
C 0.1959 -2.3566 1.6715
C 0.9506 -1.0838 1.8219
N 0.9447 -0.2733 0.7046
C 0.3734 1.0351 0.6714
O -0.1490 1.5736 1.6944
C 0.4310 1.4960 -0.9354
C -0.6972 2.5407 -1.0640
C -1.2163 2.2610 -2.5308
C -1.3196 0.7416 -2.2864
N 0.0102 0.3417 -1.7692
C 2.4653 -1.3171 2.2131
O 2.8832 -1.9125 3.1165
O 3.1500 -0.6495 1.3060
H -2.6807 -1.4278 0.1730
H -1.4816 -0.3740 1.1306
H -0.1472 -2.8261 2.6456
H 0.8032 -3.1507 1.2529
H 0.6065 -0.4617 2.7685
H 1.0859 -0.4823 -0.2554
H 1.5361 1.7119 -1.2798
H -0.1368 3.5525 -0.9518
H -1.2610 2.3857 -0.1150
H -2.1987 2.7128 -2.5929
H -0.6864 2.6836 -3.4223
H -2.1613 0.6415 -1.6492
H -1.4782 0.0985 -3.1435
H 0.5751 0.2570 -2.6057
H 4.0918 -0.5910 1.6022

Atomic forces in eV per Å
0.4 2.6 1.9
1.0 -2.2 -2.7
0.9 1.5 2.0
-2.3 -2.4 1.1
1.0 0.6 3.5
-2.6 5.4 -0.8
0.6 -2.0 1.2
1.4 -1.1 -3.6
1.0 -0.6 1.4
3.7 2.4 -0.8
-1.2 0.2 1.8
1.2 0.1 -2.2
-0.9 0.6 0.5
-3.3 1.3 -2.5
1.4 -1.8 2.8
3.1 0.7 0.0
0.0 0.6 0.1
-1.3 -1.9 -1.3
0.8 0.8 -0.6
0.1 -0.1 -0.4
0.2 -1.0 -2.1
0.3 -1.6 -0.4
-2.1 0.3 1.2
-1.4 -1.3 -0.2
-0.7 0.4 -1.4
-0.5 -0.1 -0.2
0.4 -0.7 1.2
-0.4 -0.6 1.1
-0.3 0.1 -0.4
0.3 0.1 0.3
-0.8 -0.3 -0.3

***

[2]
Molecular formula: C9H15N3O4
Method: DFT, ωB97M-V/def2-TZVPD

charge = 0
ΔE to the lowest compared entry with this formula, charge and spin = 814.8 kJ/mol
HOMO level = -6.70 eV

Element x y z (Å)
C 0.0772 1.2521 2.1778
C -0.7873 -0.0143 2.2979
C -0.0084 -1.3476 2.4300
O 1.4125 -1.2114 2.3940
C 2.0174 -1.7092 1.2179
C 1.7620 -0.7413 0.1004
C 2.6341 0.3117 -0.1529
N 2.3652 1.1889 -1.0912
N 1.2950 1.2099 -1.8843
C 0.4667 0.1999 -1.6824
C -0.7536 0.1381 -2.5289
C 0.6728 -0.7971 -0.7101
H 1.0511 1.1592 2.6408
H 0.1356 1.5697 1.1409
H -0.4330 2.0571 2.6954
H -1.4678 0.0812 3.1343
H -1.4076 -0.0646 1.4085
H -0.3672 -2.0433 1.6766
H -0.2442 -1.7858 3.3925
H 3.0822 -1.7409 1.4221
H 1.6519 -2.7012 0.9751
H 3.5385 0.4315 0.4202
H 3.0204 1.9447 -1.2488
H -0.5558 -0.2893 -3.5032
H -1.1554 1.1390 -2.6305
H -1.5185 -0.4265 -2.0093
H -0.0596 -1.5807 -0.6242
N -4.1125 0.9470 -2.8657
O -4.9655 1.7852 -2.5449
O -3.3897 1.1293 -3.8729
O -3.9563 -0.0913 -2.1752

Atomic forces in eV per Å
-0.7 0.0 0.3
0.5 0.0 -0.4
-0.4 0.5 0.4
0.1 -0.4 -0.2
-0.1 0.7 0.5
0.1 -0.3 -0.3
0.2 -0.2 0.5
-0.1 0.2 -0.2
0.6 -0.4 0.6
-0.8 0.0 -0.8
-0.1 0.4 0.7
0.1 0.2 -0.1
0.2 -0.1 -0.1
0.4 0.0 -0.2
-0.1 0.2 0.0
-0.1 0.0 0.2
-0.3 0.0 -0.1
0.2 -0.2 -0.2
0.1 -0.2 0.2
0.2 -0.2 0.0
0.0 -0.2 -0.1
0.2 0.2 0.0
-0.1 0.1 -0.1
0.0 0.0 -0.2
-0.1 0.1 -0.4
-0.3 -0.2 -0.2
-0.2 -0.2 0.0
0.0 0.1 0.0
0.0 -0.1 0.0
0.2 0.0 0.0
0.2 -0.1 0.1

***

Question: The highest HOMO level belongs to which entry?
Answer: number 2